Record 1
The following is a DFT calculation (ωB97M-V/def2-TZVPD) of an isolated ion of composition C6H15N3 and charge +2.

Geometry as XYZ:
```
24
C6H15N3 | the OMol25 dataset | ωB97M-V/def2-TZVPD
C 0.9695 1.9631 -0.9108
C 1.1746 3.2485 -0.9075
C 0.2753 -0.2275 -1.1835
C 2.4745 0.3368 -0.1271
C -1.5057 -0.0728 1.9993
C -1.3991 -2.0396 -0.5293
N 1.3019 0.7377 -0.8143
N -1.0587 0.2646 0.6672
N -0.4747 -0.8524 -0.0194
H 0.8412 3.8862 -0.1081
H 1.2307 3.7816 -1.8297
H -0.4961 0.2803 -1.8965
H 0.7253 -1.1426 -1.7401
H 2.8170 -0.6392 -0.2767
H 3.3328 0.9539 -0.3946
H 2.2148 0.3908 0.9629
H -0.6526 0.1030 2.5784
H -2.2260 0.7305 2.2582
H -1.8913 -1.0113 2.2556
H -2.0450 -2.3447 0.3883
H -1.8779 -1.7036 -1.4364
H -0.6849 -2.8456 -0.6188
H -1.8362 0.7761 0.1819
H 0.2065 -1.2334 0.7258
```

As for the structure (SMILES): C=C=[N+](C)C[N@H+](C)NC. The calculation puts the energy above the lowest of the compared OMol25 structures with the same formula, charge and spin at 117.9 kcal/mol. For the HOMO-LUMO gap, the calculation gives 0.36707 hartree. The total energy comes out at -10914.1665 eV. The total charge is +2. Its lowest unoccupied orbital energy is -8.32 eV.

The net atomic charges from Mulliken, expressed in e, are: atom 1 (C): 0.72, atom 2 (C): -0.73, atom 3 (C): -0.71, atom 4 (C): -0.93, atom 5 (C): -0.98, atom 6 (C): -0.66, atom 7 (N): 0.22, atom 8 (N): -0.38, atom 9 (N): -0.07, atom 10 (H): 0.31, atom 11 (H): 0.31, atom 12 (H): 0.44, atom 13 (H): 0.36, atom 14 (H): 0.37, atom 15 (H): 0.36, atom 16 (H): 0.40, atom 17 (H): 0.37, atom 18 (H): 0.32, atom 19 (H): 0.39, atom 20 (H): 0.31, atom 21 (H): 0.32, atom 22 (H): 0.41, atom 23 (H): 0.32, atom 24 (H): 0.51



Record 2
The following is a DFT calculation (ωB97M-V/def2-TZVPD) of a 2-piece molecular cluster, C6H15N3O2 overall.

Geometry as XYZ:
```
26
C6H15N3O2 | the OMol25 dataset | ωB97M-V/def2-TZVPD
C 0.6208 -2.2110 -0.8958
C 0.6595 -1.1465 0.2563
C 1.6528 -3.1866 -0.7359
O 2.7423 -2.5214 -1.4232
O 1.8246 -4.2362 -0.1689
H 1.6465 -0.8281 0.1513
H 0.1610 -1.4903 1.1261
H 0.1396 -0.3521 -0.2688
H -0.4708 -2.7064 -0.9335
H 0.4734 -1.5474 -1.8277
C -2.2266 2.0959 -0.6333
C -3.4180 2.9987 -0.3482
C -0.2468 1.8725 0.9636
N -1.6148 1.6223 0.6255
N 0.5116 2.0253 -0.0453
N -0.0021 1.9394 2.3037
H -2.7333 1.2528 -1.2666
H -1.5225 2.5610 -1.2394
H -4.1660 2.4575 0.2735
H -3.8289 3.4250 -1.2587
H -1.9868 0.7965 1.0485
H 3.3806 -2.3328 -0.5718
H 1.3594 2.5996 -0.0976
H -0.8816 1.9585 2.7514
H 0.6277 2.7051 2.5846
H -3.2608 3.8999 0.2668
```

As for the structure (SMILES): [H]/N=C(\N)NCC.CCC(=O)O. The calculation puts the energy above the lowest of the compared OMol25 structures with the same formula, charge and spin at 53.7 kcal/mol. For the HOMO-LUMO gap, the calculation gives 0.36518 hartree. The total energy comes out at -15028.1986 eV. The total charge is 0. Its lowest unoccupied orbital energy is 0.68 eV.

The net atomic charges from Mulliken, expressed in e, are: atom 1 (C): -0.31, atom 2 (C): -0.83, atom 3 (C): 0.36, atom 4 (O): -0.48, atom 5 (O): -0.52, atom 6 (H): 0.36, atom 7 (H): 0.34, atom 8 (H): 0.06, atom 9 (H): 0.28, atom 10 (H): 0.33, atom 11 (C): -0.44, atom 12 (C): -1.21, atom 13 (C): 0.45, atom 14 (N): -0.21, atom 15 (N): -0.64, atom 16 (N): -0.49, atom 17 (H): 0.21, atom 18 (H): 0.44, atom 19 (H): 0.29, atom 20 (H): 0.38, atom 21 (H): 0.26, atom 22 (H): 0.34, atom 23 (H): 0.17, atom 24 (H): 0.26, atom 25 (H): 0.27, atom 26 (H): 0.32



Record 3
The following is a DFT calculation (ωB97M-V/def2-TZVPD) of a 2-piece molecular cluster, C6H15N6O overall.

Geometry as XYZ:
```
28
C6H15N6O | the OMol25 dataset | ωB97M-V/def2-TZVPD
C 0.5710 -1.6971 -0.1570
C -0.4608 0.2650 -0.8148
C -2.8022 0.1053 0.4698
C 1.7277 0.4963 0.3658
C -1.1679 0.5893 -2.0818
C 1.1450 1.1958 1.6230
N 1.5805 -0.9986 0.4150
N 0.9275 0.7702 -0.8220
N -3.1075 -1.0447 0.7228
N 0.5485 -2.9972 0.1582
N -3.2521 1.2507 0.6346
N 3.0192 1.0582 -0.0500
O -0.4128 -1.1554 -0.7827
H -0.7268 0.2065 -3.0321
H -1.2156 1.5363 -2.3560
H -2.0721 0.0365 -2.1392
H 1.8619 1.0520 2.3892
H 0.3156 0.5477 2.0685
H 0.9777 2.3106 1.4689
H 2.4356 -1.3409 0.7456
H 0.8906 1.6553 -1.2435
H -2.8616 -2.0090 0.6144
H 1.0531 -3.2580 0.9572
H 0.6929 -3.6238 -0.6207
H -2.5661 1.9709 0.8631
H -4.1018 1.2098 1.1646
H 3.7788 0.6722 0.4599
H 3.2218 1.1961 -1.0209
```

The calculation puts the energy above the lowest of the compared OMol25 structures with the same formula, charge and spin at 85.5 kcal/mol. For the HOMO-LUMO gap (spin up / spin down), the calculation gives 0.24011 / 0.28173 hartree. The total energy comes out at -17442.5574 eV. The total charge is +1. Its lowest unoccupied orbital energy (spin up / spin down) is -3.62 / -3.07 eV.

The net atomic charges from Mulliken, expressed in e, are: atom 1 (C): 0.51, atom 2 (C): 0.25, atom 3 (C): 0.41, atom 4 (C): 0.87, atom 5 (C): -1.78, atom 6 (C): -1.33, atom 7 (N): -0.21, atom 8 (N): -0.49, atom 9 (N): -0.53, atom 10 (N): -0.41, atom 11 (N): -0.34, atom 12 (N): -0.52, atom 13 (O): -0.25, atom 14 (H): 0.44, atom 15 (H): 0.57, atom 16 (H): 0.38, atom 17 (H): 0.50, atom 18 (H): 0.26, atom 19 (H): 0.24, atom 20 (H): 0.27, atom 21 (H): 0.34, atom 22 (H): 0.28, atom 23 (H): 0.23, atom 24 (H): 0.27, atom 25 (H): 0.28, atom 26 (H): 0.32, atom 27 (H): 0.22, atom 28 (H): 0.23



Record 4
The following is a DFT calculation (ωB97M-V/def2-TZVPD) of C6H15N6O12Pb as an isolated structure.

Geometry as XYZ:
```
40
C6H15N6O12Pb | the OMol25 dataset | ωB97M-V/def2-TZVPD
Pb 3.3682 -10.3027 1.2892
O -0.7446 -9.2306 0.7565
C 0.5492 -9.6242 0.5521
O 1.4034 -8.7213 0.4303
O 0.8019 -10.8521 0.5207
H -1.2272 -10.0621 0.8405
O 2.9144 -7.5885 -1.6828
C 4.1621 -7.5771 -1.1074
O 4.3060 -8.3514 -0.1090
O 4.9976 -6.8117 -1.5925
H 2.4028 -8.0957 -1.0230
O 7.5599 -10.4790 2.3530
C 6.2376 -10.7273 2.1074
O 5.9284 -10.9643 0.9003
O 5.3839 -10.6265 3.0071
H 7.8722 -10.6072 1.4429
C 4.3713 -11.3724 -2.1019
O 3.6016 -11.3873 -1.1669
N 4.0335 -11.6982 -3.3903
N 5.6434 -10.9142 -2.0039
H 4.6994 -11.8503 -4.1230
H 3.0666 -11.6800 -3.6588
H 6.1806 -10.8101 -2.8442
H 6.0733 -10.8988 -1.0889
C 2.2059 -11.0367 4.6956
O 2.1714 -10.5527 3.5782
N 2.4084 -10.2571 5.8015
N 2.0402 -12.3611 4.9027
H 2.2830 -9.2742 5.6433
H 2.8516 -10.5824 6.6381
H 1.9398 -12.7438 5.8208
H 1.9311 -12.8696 4.0402
C 3.5156 -13.8932 1.3002
O 3.0197 -12.8204 1.5884
N 3.8108 -14.1770 -0.0125
N 3.6787 -14.9382 2.1728
H 4.4696 -14.9134 -0.1827
H 3.7383 -13.3184 -0.5537
H 3.5460 -14.7761 3.1528
H 4.2257 -15.7196 1.8658
```

The calculation puts the energy above the lowest of the compared OMol25 structures with the same formula, charge and spin at 0.0 kcal/mol. For the HOMO-LUMO gap, the calculation gives 0.24427 hartree. The total energy comes out at -45232.4039 eV. The total charge is -1. Its lowest unoccupied orbital energy is 2.30 eV.

The net atomic charges from Mulliken, expressed in e, are: atom 1 (Pb): 1.87, atom 2 (O): -0.52, atom 3 (C): 0.89, atom 4 (O): -0.86, atom 5 (O): -0.71, atom 6 (H): 0.31, atom 7 (O): -0.54, atom 8 (C): 0.55, atom 9 (O): -0.66, atom 10 (O): -0.76, atom 11 (H): 0.48, atom 12 (O): -0.52, atom 13 (C): 0.70, atom 14 (O): -0.69, atom 15 (O): -0.72, atom 16 (H): 0.31, atom 17 (C): 0.53, atom 18 (O): -0.60, atom 19 (N): -0.46, atom 20 (N): -0.26, atom 21 (H): 0.13, atom 22 (H): 0.24, atom 23 (H): 0.13, atom 24 (H): 0.31, atom 25 (C): 0.62, atom 26 (O): -0.63, atom 27 (N): -0.46, atom 28 (N): -0.40, atom 29 (H): 0.23, atom 30 (H): 0.17, atom 31 (H): 0.15, atom 32 (H): 0.23, atom 33 (C): 0.45, atom 34 (O): -0.50, atom 35 (N): -0.42, atom 36 (N): -0.41, atom 37 (H): 0.22, atom 38 (H): 0.22, atom 39 (H): 0.22, atom 40 (H): 0.16



Record 5
The following is a DFT calculation (ωB97M-V/def2-TZVPD) of C6H15NO as an isolated structure.

Geometry as XYZ:
```
23
C6H15NO | the OMol25 dataset | ωB97M-V/def2-TZVPD
C 1.4934 0.3258 -0.2940
C 1.6563 -1.2293 0.0695
C 2.5533 -1.7493 1.0491
O -0.8767 -0.2441 2.1996
C 0.0493 0.9095 0.0301
N -0.9693 0.4759 -0.8906
C -1.1273 1.2016 -2.1858
C -2.3152 0.1758 -0.3071
H 1.7504 0.7687 -1.3373
H 2.1765 0.7673 0.4610
H 3.3635 -1.0627 1.3008
H 0.8143 -1.7839 -0.3494
H 1.1698 -1.1881 1.4195
H 2.7914 -2.6535 0.5487
H -0.2006 -0.6922 2.7724
H -0.0332 2.0032 0.2909
H -0.2402 0.1700 1.2368
H -2.0457 1.8494 -2.1035
H -1.2725 0.5143 -3.0488
H -0.2063 1.7711 -2.2925
H -2.3526 -0.6924 0.4265
H -2.6810 1.0826 0.1911
H -3.0943 -0.0373 -1.0496
```

The calculation puts the energy above the lowest of the compared OMol25 structures with the same formula, charge and spin at 139.2 kcal/mol. As for the expectation value of S²: 0.76. Its multiplicity is 2. For the HOMO-LUMO gap (spin up / spin down), the calculation gives 0.23205 / 0.23047 hartree. The total energy comes out at -9995.8740 eV. The total charge is -1. Its lowest unoccupied orbital energy (spin up / spin down) is 4.04 / 4.02 eV.

The net atomic charges from Mulliken, expressed in e, are: atom 1 (C): -0.30, atom 2 (C): -0.27, atom 3 (C): -1.00, atom 4 (O): -0.86, atom 5 (C): -0.73, atom 6 (N): 0.25, atom 7 (C): -1.09, atom 8 (C): -1.15, atom 9 (H): 0.21, atom 10 (H): 0.21, atom 11 (H): 0.23, atom 12 (H): 0.39, atom 13 (H): 0.07, atom 14 (H): 0.28, atom 15 (H): 0.20, atom 16 (H): 0.23, atom 17 (H): 0.41, atom 18 (H): 0.32, atom 19 (H): 0.17, atom 20 (H): 0.42, atom 21 (H): 0.27, atom 22 (H): 0.37, atom 23 (H): 0.39